1.
{
  "formula": "C34H70Al2BrF3N8O19P3S2",
  "method": "ωB97M-V/def2-TZVPD",
  "symbols": ["C", "O", "C", "C", "C", "C", "C", "C", "C", "C", "N", "C", "C", "C", "C", "C", "C", "O", "P", "S", "N", "Br", "C", "N", "C", "O", "C", "C", "C", "O", "C", "F", "F", "F", "H", "H", "H", "H", "H", "H", "H", "H", "H", "H", "H", "H", "H", "H", "H", "H", "H", "H", "H", "H", "H", "H", "H", "H", "H", "H", "H", "H", "H", "H", "H", "H", "H", "H", "H", "H", "H", "H", "H", "H", "H", "O", "P", "O", "O", "O", "Al", "C", "O", "N", "N", "H", "H", "H", "H", "C", "C", "N", "H", "H", "H", "O", "S", "O", "O", "O", "C", "N", "O", "O", "H", "H", "H", "N", "H", "H", "H", "H", "C", "O", "P", "O", "O", "C", "O", "C", "H", "H", "H", "H", "H", "H", "H", "H", "H", "Al", "C", "C", "C", "C", "C", "C", "H", "H", "H", "H", "H", "H"],
  "xyz": [[4.5287, 0.9101, 3.1886], [5.5965, 0.1201, 2.6078], [6.3852, 0.8711, 1.6603], [6.4369, 0.1288, 0.2362], [5.2117, 0.6366, -0.6508], [4.5876, -0.5369, -1.5867], [3.2946, -1.2305, -0.9520], [1.9731, -1.1113, -1.8649], [0.7015, -1.5169, -0.9637], [-0.5935, -0.5855, -1.2544], [-0.9677, 0.0088, 0.0879], [-1.6243, -1.0995, 0.8473], [-2.7834, -0.6790, 1.8548], [-3.3231, 0.8016, 1.6945], [-4.7786, 1.0436, 2.3464], [-5.0322, 2.6021, 2.6461], [-6.5919, 2.9963, 2.7486], [-6.9262, 2.9318, 4.1645], [-2.1452, 1.9052, 2.7527], [-2.3875, 1.5044, 4.6665], [-3.2352, 1.2730, 0.2744], [-4.2724, 0.2556, -0.9141], [-1.7856, 1.1803, -0.0516], [-1.2486, 2.3389, -0.4543], [-2.1256, 3.5490, -0.5650], [-3.0229, 3.4811, -1.6902], [-3.5103, 4.7886, -2.0807], [0.1848, 2.5252, -0.7924], [0.3687, 3.0369, -2.2989], [-0.6194, 2.5249, -3.2106], [1.8101, 2.6860, -2.8909], [2.2685, 3.8271, -3.5745], [2.7635, 2.3442, -1.9418], [1.6437, 1.6858, -3.8510], [4.3587, 0.5284, 4.2441], [3.5533, 0.7204, 2.6214], [4.7739, 2.0152, 3.2803], [7.4340, 0.9928, 2.1071], [6.0079, 1.9415, 1.5031], [7.4608, 0.3893, -0.2053], [6.4326, -0.9965, 0.4484], [5.6099, 1.4715, -1.3208], [4.4502, 1.0858, 0.0608], [5.4227, -1.3217, -1.6575], [4.4485, -0.1246, -2.6303], [3.0932, -0.7732, 0.0653], [3.5731, -2.3346, -0.7732], [2.1197, -1.8206, -2.7506], [1.9178, -0.0582, -2.2808], [1.0331, -1.3178, 0.1158], [0.4602, -2.6211, -1.0243], [-1.4378, -1.1476, -1.7546], [-0.2326, 0.1949, -2.0024], [-2.0268, -1.9360, 0.1882], [-0.8050, -1.5885, 1.4818], [-3.6299, -1.4485, 1.8124], [-2.3689, -0.7645, 2.9186], [-5.6091, 0.6989, 1.6548], [-4.8907, 0.4741, 3.3280], [-4.5766, 2.9435, 3.6367], [-4.5852, 3.2873, 1.8392], [-7.2657, 2.3570, 2.1134], [-6.6410, 4.1108, 2.4833], [-6.5567, 3.7263, 4.6087], [-0.7537, 1.6000, 2.4851], [-2.3954, 3.2940, 2.4748], [-2.7145, 3.7493, 0.3805], [-1.4658, 4.4711, -0.7290], [-3.1064, 4.9851, -3.1320], [-3.2762, 5.6206, -1.3495], [-4.6595, 4.7035, -2.2058], [0.8425, 1.6342, -0.5551], [0.5675, 3.3763, -0.1263], [0.2859, 4.1743, -2.3014], [-0.9178, 3.2981, -3.7232], [1.3637, -3.6308, 2.4857], [2.6027, -2.7425, 2.5631], [3.7738, -3.4142, 1.8083], [2.9725, -2.5411, 4.0314], [2.2980, -1.3798, 1.9346], [-5.2367, 2.9104, -2.9866], [-3.5888, 5.1550, 6.4819], [-4.6877, 5.3940, 5.9892], [-2.8321, 4.0969, 6.0865], [-3.0400, 5.9189, 7.4552], [-1.9313, 3.8755, 6.4694], [-3.2177, 3.5092, 5.3640], [-3.5728, 6.7093, 7.7737], [-2.1446, 5.7389, 7.8695], [-1.9027, 9.8015, 9.0454], [-1.8698, 8.3352, 9.3276], [-1.8439, 7.1892, 9.5511], [-2.5777, 10.2977, 9.7435], [-0.9028, 10.2221, 9.1562], [-2.2521, 9.9748, 8.0269], [-9.5314, -0.1702, -0.9193], [-8.9166, 0.3262, 0.3225], [-7.9257, -0.6466, 0.8060], [-9.9645, 0.5109, 1.3358], [-8.2477, 1.6138, 0.0757], [-5.4543, 6.5831, -6.8906], [-5.5759, 5.8398, -5.6085], [-6.1179, 4.7463, -5.6369], [-5.1243, 6.3744, -4.6124], [-5.8977, 5.9867, -7.6844], [-5.9846, 7.5271, -6.7741], [-4.3937, 6.7460, -7.0759], [-10.1074, -0.3673, -3.9629], [-9.4507, -0.8890, -4.5485], [-11.0613, -0.6930, -4.1469], [-9.8800, -0.5187, -2.9724], [-10.0406, 0.6299, -4.1788], [3.3277, -7.4775, -3.4671], [2.9736, -7.8756, -2.1470], [3.3862, -6.8853, -0.9573], [2.9957, -5.4716, -1.1678], [4.9544, -7.1238, -0.7810], [5.4503, -8.4603, -0.7352], [2.7492, -7.5812, 0.3281], [1.3927, -7.2601, 0.6306], [3.4497, -8.3724, -4.0777], [2.5307, -6.8626, -3.8886], [4.2668, -6.9179, -3.4765], [5.7674, -8.7569, -1.7370], [4.6992, -9.1624, -0.3706], [6.3131, -8.4897, -0.0698], [0.9365, -8.1115, 1.1353], [0.8214, -7.0407, -0.2740], [1.3671, -6.3963, 1.2974], [5.1323, -2.2401, 0.8247], [7.6518, -7.3704, -5.1079], [7.5637, -7.4386, -3.7213], [8.6652, -7.8499, -2.9703], [9.8549, -8.1827, -3.6071], [9.9441, -8.1110, -4.9933], [8.8399, -7.7084, -5.7450], [6.7944, -7.0540, -5.6916], [6.6373, -7.1724, -3.2234], [8.5937, -7.9092, -1.8899], [10.7124, -8.4978, -3.0236], [10.8726, -8.3691, -5.4902], [8.9087, -7.6582, -6.8256]],
  "gap_ev": 0.91,
  "charge": 3,
  "e_lumo_ha": -0.438,
  "energy_ev": -228102.888,
  "multiplicity": 1
}


2.
{
  "formula": "C34H70N2O18S5",
  "method": "ωB97M-V/def2-TZVPD",
  "symbols": ["C", "C", "O", "N", "C", "H", "H", "H", "H", "H", "H", "H", "C", "C", "O", "N", "C", "H", "H", "H", "H", "H", "H", "H", "C", "C", "O", "C", "O", "O", "C", "H", "H", "H", "H", "H", "H", "H", "H", "C", "C", "O", "C", "O", "O", "C", "H", "H", "H", "H", "H", "H", "H", "H", "C", "C", "C", "S", "O", "O", "C", "H", "H", "H", "H", "H", "H", "H", "H", "C", "C", "C", "S", "O", "O", "C", "H", "H", "H", "H", "H", "H", "H", "H", "C", "C", "C", "S", "O", "O", "C", "H", "H", "H", "H", "H", "H", "H", "H", "C", "C", "C", "S", "O", "O", "C", "H", "H", "H", "H", "H", "H", "H", "H", "C", "C", "C", "S", "O", "O", "C", "H", "H", "H", "H", "H", "H", "H", "H"],
  "xyz": [[3.8316, 21.2013, -0.7881], [3.9172, 19.8718, -1.4341], [4.7573, 19.0595, -0.9625], [3.3397, 19.7168, -2.5753], [3.1756, 18.3839, -3.2572], [4.6780, 21.6453, -1.3120], [3.8692, 21.3629, 0.2892], [2.9835, 21.7735, -1.1641], [3.1273, 20.4874, -3.1928], [3.9273, 17.9167, -3.8934], [2.2458, 18.4270, -3.8244], [3.0989, 17.7765, -2.3555], [8.0127, 20.3662, 0.8918], [7.9080, 21.4244, -0.2485], [8.2141, 22.5568, 0.0299], [7.4063, 20.9504, -1.3866], [7.2194, 21.6815, -2.6206], [7.8185, 19.4071, 0.4115], [7.1146, 20.5234, 1.4891], [9.0137, 20.4650, 1.3119], [6.9083, 20.0775, -1.2857], [8.0392, 21.6440, -3.3380], [7.2502, 22.7660, -2.5151], [6.3196, 21.3717, -3.1520], [9.1044, 12.1449, 3.2191], [8.0030, 12.1786, 2.1643], [7.0650, 13.2814, 2.1381], [5.7944, 13.1937, 1.5443], [5.2571, 12.1091, 1.1332], [5.2648, 14.4963, 1.4246], [4.0396, 14.6266, 0.7902], [9.7910, 11.2989, 3.1896], [8.6170, 12.0913, 4.1926], [9.6840, 13.0663, 3.2752], [7.2600, 11.4078, 2.3692], [8.3535, 11.9245, 1.1640], [3.3182, 14.4653, 1.5913], [3.8447, 13.8623, 0.0379], [3.7954, 15.6278, 0.4353], [6.6321, 15.4378, -8.4707], [8.0646, 15.9003, -8.6986], [9.0177, 14.8309, -8.6213], [9.2506, 13.9749, -9.6036], [8.5913, 13.9312, -10.6579], [10.1471, 12.9811, -9.2167], [10.3597, 12.0120, -10.2060], [6.3723, 14.6923, -9.2223], [5.8700, 16.2156, -8.5176], [6.6553, 15.1282, -7.4258], [8.2618, 16.7142, -8.0009], [8.0424, 16.3471, -9.6926], [9.5441, 11.8075, -10.8995], [10.5826, 11.0457, -9.7536], [11.2383, 12.3454, -10.7584], [4.1179, 20.8697, -8.4658], [5.2103, 19.8069, -8.3360], [5.6217, 19.7782, -6.8408], [5.4564, 21.4823, -6.1280], [6.7819, 22.0948, -5.8597], [4.3673, 21.5630, -5.1340], [4.7657, 22.1437, -7.8257], [3.1457, 20.6150, -8.0438], [4.0324, 20.9858, -9.5463], [6.1165, 20.2072, -8.7906], [5.0683, 18.8009, -8.7308], [6.6172, 19.4041, -6.6017], [4.9241, 19.2599, -6.1830], [5.6222, 22.5726, -8.3459], [4.0524, 22.9023, -7.5035], [7.3591, 13.9176, -3.4705], [6.5143, 14.3223, -2.2039], [5.7869, 15.6053, -2.6592], [6.9828, 16.5698, -3.6982], [7.4463, 17.6282, -2.7683], [6.1928, 17.0157, -4.8471], [8.2040, 15.1688, -4.0853], [6.7284, 13.5704, -4.2889], [8.0130, 13.1467, -3.0626], [7.2040, 14.5573, -1.3932], [5.9212, 13.5905, -1.6555], [5.3983, 16.2840, -1.8999], [4.9587, 15.3402, -3.3163], [9.1919, 15.2871, -3.6402], [8.3211, 15.1000, -5.1668], [11.0390, 19.8068, -2.0528], [11.3105, 19.4813, -0.6102], [12.3972, 18.3887, -0.6367], [12.1632, 17.4561, -2.2659], [11.5983, 16.1491, -1.9838], [13.3586, 17.5200, -3.1102], [10.9713, 18.6074, -3.0042], [11.8434, 20.4538, -2.4027], [10.1731, 20.4193, -2.3043], [10.3376, 19.0890, -0.3141], [11.5306, 20.3335, 0.0327], [12.5168, 17.6632, 0.1679], [13.3756, 18.8637, -0.7086], [9.9680, 18.1819, -2.9863], [11.3143, 18.6772, -4.0365], [10.6205, 11.5070, -5.8439], [10.2704, 12.9263, -5.1646], [11.1461, 14.0965, -5.4961], [12.6166, 13.3178, -6.2932], [13.8727, 13.5894, -5.5890], [12.6083, 13.5621, -7.7641], [12.1742, 11.4980, -5.9800], [9.9859, 11.2934, -6.7040], [10.2392, 10.6634, -5.2686], [10.3661, 12.8424, -4.0820], [9.2489, 13.1897, -5.4388], [11.5448, 14.7038, -4.6835], [10.7856, 14.9007, -6.1376], [12.7212, 11.3707, -5.0458], [12.5243, 10.8676, -6.7974], [0.4146, 10.9345, -2.5455], [-0.5598, 12.0595, -2.3207], [-0.0063, 13.3083, -3.1948], [1.8009, 13.3146, -2.7684], [1.8711, 13.8775, -1.4470], [2.5090, 13.8811, -3.8797], [1.8533, 11.4574, -2.5848], [0.1206, 10.4638, -3.4836], [0.2896, 10.2080, -1.7426], [-0.5306, 12.5640, -1.3550], [-1.6021, 11.9031, -2.5987], [-0.4653, 14.2581, -2.9205], [-0.0782, 13.0806, -4.2583], [2.5757, 11.4085, -1.7700], [2.3055, 10.8598, -3.3763]],
  "gap_ev": 9.07,
  "smiles": "O=S1(=O)CCCC1.O=S1(=O)CCCC1.O=S1(=O)CCCC1.O=S1(=O)CCCC1.O=S1(=O)CCCC1.CCOC(=O)OC.CCOC(=O)OC.CNC(C)=O.CNC(C)=O",
  "e_lumo_ha": 0.006,
  "energy_ev": -130398.260,
  "multiplicity": 1
}


3.
{
  "formula": "C34H71B2O13",
  "method": "ωB97M-V/def2-TZVPD",
  "symbols": ["C", "C", "O", "C", "C", "C", "C", "C", "B", "O", "C", "C", "C", "C", "C", "C", "C", "C", "B", "O", "O", "C", "H", "H", "H", "H", "H", "H", "H", "H", "H", "H", "H", "H", "H", "H", "H", "H", "H", "H", "H", "H", "H", "H", "H", "H", "H", "H", "H", "H", "H", "C", "O", "C", "C", "O", "C", "C", "O", "C", "H", "H", "H", "H", "H", "H", "H", "H", "H", "H", "H", "H", "H", "H", "C", "O", "C", "C", "O", "C", "C", "O", "C", "H", "H", "H", "H", "H", "H", "H", "H", "H", "H", "H", "H", "H", "H", "C", "O", "C", "C", "O", "C", "C", "O", "C", "H", "H", "H", "H", "H", "H", "H", "H", "H", "H", "H", "H", "H", "H"],
  "xyz": [[-12.2113, -3.7134, -8.0662], [-11.3815, -2.4322, -7.9565], [-10.8606, -2.3673, -6.6589], [-10.1179, -1.1701, -6.4215], [-9.1610, -1.3882, -5.2358], [-7.6987, -1.0018, -5.5474], [-7.0285, -0.1780, -4.4539], [-6.7721, -0.9357, -3.1320], [-6.9736, -0.0283, -1.7583], [-6.4844, 1.3879, -1.8705], [-6.3213, -0.8710, -0.4847], [-4.8197, -0.7776, -0.2810], [-3.9315, -0.2523, -1.1766], [-2.5874, -0.1748, -0.8962], [-2.0824, -0.6224, 0.2823], [-0.6130, -0.4933, 0.5939], [-2.9534, -1.1852, 1.1812], [-4.2836, -1.2565, 0.8952], [-8.6790, 0.0760, -1.4903], [-9.5360, 0.7156, -2.4245], [-9.3606, -0.4154, -0.3451], [-10.1456, -1.5787, -0.5942], [-12.2112, -4.1079, -9.0805], [-11.7251, -4.4541, -7.4304], [-13.2216, -3.5709, -7.6888], [-12.0145, -1.5715, -8.2110], [-10.5825, -2.5120, -8.7069], [-10.8395, -0.4041, -6.1108], [-9.5926, -0.8204, -7.3143], [-9.5488, -0.8456, -4.3753], [-9.1913, -2.4580, -5.0226], [-7.1154, -1.8806, -5.8304], [-7.7165, -0.3778, -6.4524], [-6.0465, 0.1166, -4.8516], [-7.5643, 0.7615, -4.3026], [-5.7734, -1.3949, -3.1973], [-7.4693, -1.7865, -3.1026], [-5.8606, 1.5025, -2.5904], [-6.6054, -1.9307, -0.5235], [-6.7695, -0.4797, 0.4375], [-4.2766, 0.1132, -2.1326], [-1.9321, 0.2708, -1.6384], [-0.2087, -1.3911, 1.0609], [-0.0333, -0.1792, -0.2715], [-0.5000, 0.3086, 1.3337], [-2.5795, -1.5717, 2.1252], [-4.9552, -1.7075, 1.6170], [-10.1000, 1.2966, -1.8937], [-9.7580, -2.3877, 0.0314], [-11.1802, -1.4077, -0.2827], [-10.0916, -1.8428, -1.6517], [6.7168, 0.5845, 0.7418], [5.9216, -0.3904, 0.1098], [4.7512, -0.6730, 0.8600], [3.7995, -1.5345, 0.0596], [2.9961, -0.7924, -0.8458], [3.6351, -0.3585, -2.0375], [3.8209, -1.4617, -3.0566], [4.9874, -2.2170, -2.7665], [5.0677, -3.3779, -3.5596], [7.0249, 0.2520, 1.7407], [7.6060, 0.7405, 0.1328], [6.1726, 1.5336, 0.8178], [4.2530, 0.2634, 1.1415], [5.0513, -1.2128, 1.7701], [3.0939, -1.9877, 0.7592], [4.3282, -2.3434, -0.4487], [4.5798, 0.1451, -1.8208], [2.9572, 0.3810, -2.4690], [3.9381, -1.0172, -4.0551], [2.9411, -2.1161, -3.0532], [4.2280, -4.0508, -3.3512], [5.9949, -3.8902, -3.3077], [5.0807, -3.1252, -4.6265], [6.2684, 4.8737, -1.7473], [6.3009, 5.5629, -0.5178], [5.3135, 5.0812, 0.3789], [5.5237, 5.6607, 1.7600], [6.5067, 4.9659, 2.5189], [7.8598, 5.2374, 2.1820], [8.3559, 6.5678, 2.7064], [7.9790, 7.6184, 1.8322], [8.2307, 8.8844, 2.3954], [5.2907, 4.9801, -2.2308], [7.0297, 5.3071, -2.3933], [6.4935, 3.8103, -1.6035], [5.3565, 3.9860, 0.4296], [4.3280, 5.3874, 0.0017], [4.5935, 5.5361, 2.3180], [5.7415, 6.7293, 1.7117], [8.0258, 5.1497, 1.1063], [8.4379, 4.4508, 2.6724], [9.4535, 6.5470, 2.7674], [7.9416, 6.7464, 3.7064], [7.6312, 9.0338, 3.3010], [7.9469, 9.6375, 1.6625], [9.2942, 9.0043, 2.6337], [2.5459, -5.2654, 7.2413], [3.1543, -3.9972, 7.1618], [3.8495, -3.6683, 8.3513], [4.6803, -2.4198, 8.1486], [5.9324, -2.6691, 7.5227], [5.8899, -2.8898, 6.1184], [5.7034, -1.6211, 5.3148], [4.3319, -1.2721, 5.2545], [4.1425, 0.0121, 4.7025], [1.8304, -5.3058, 8.0709], [2.0128, -5.4389, 6.3087], [3.3000, -6.0515, 7.3667], [4.5008, -4.5004, 8.6475], [3.1108, -3.4858, 9.1451], [4.9297, -2.0222, 9.1349], [4.1158, -1.6534, 7.6142], [5.1372, -3.6361, 5.8577], [6.8689, -3.3034, 5.8662], [6.0643, -1.7859, 4.2889], [6.2776, -0.8060, 5.7731], [4.6095, 0.7771, 5.3338], [3.0724, 0.2047, 4.6567], [4.5572, 0.0640, 3.6905]],
  "gap_ev": 5.54,
  "charge": -1,
  "e_lumo_ha": 0.066,
  "e_above_lowest_kcal_mol": 9.9,
  "energy_ev": -64377.652,
  "multiplicity": 1
}